63
Properties=species:S:1:pos:R:3:forces:R:3:lowdin_charge:R:1 method="wB97M-V/def2-TZVPD" homo_ev=-10.842 e_tot_ev=-36143.3457 lumo_energy_ev=-4.610 total_charge=+1 e_above_lowest_kj_mol=0.0
C -6.83139 -0.56473 2.31350 0.219 0.425 0.034 -0.045
O -6.15778 0.70250 2.13026 0.748 -0.305 -0.088 -0.068
C -4.81522 0.68974 1.92053 -0.103 -0.420 -0.038 -0.241
C -4.21314 1.90127 1.50179 -0.316 -0.405 0.069 0.022
C -2.87991 1.92375 1.15720 0.166 -0.230 0.085 -0.006
C -2.07140 0.76828 1.29538 -0.210 0.007 0.074 -0.181
C -0.65841 0.77119 0.92954 0.164 -0.075 -0.290 -0.060
C -0.24121 1.55567 -0.16554 -0.175 0.061 0.149 -0.023
C 1.05880 1.69969 -0.61597 -0.296 0.737 0.990 0.006
C 1.49631 2.71551 -1.54628 0.103 0.239 -0.926 -0.210
C 2.88753 2.89752 -1.75842 -0.467 -0.200 0.067 -0.016
C 3.35367 3.84961 -2.65576 -0.139 0.163 -0.089 -0.058
C 2.44466 4.65317 -3.36388 -0.015 -0.438 0.377 -0.044
C 1.06746 4.48613 -3.16624 -0.109 -0.127 0.155 -0.056
C 0.58862 3.53095 -2.26908 0.464 -0.117 -0.044 -0.005
C 0.27333 -0.02860 1.71634 0.037 -0.507 0.375 -0.169
C 0.12097 -0.13315 3.12782 -0.240 0.259 -0.282 -0.004
C 1.02172 -0.82621 3.90100 0.532 -0.377 -0.184 0.023
C 2.12928 -1.46488 3.28856 0.074 -0.110 -0.107 -0.239
O 2.95812 -2.16170 4.10854 -0.237 0.253 -0.784 -0.068
C 4.01023 -2.95281 3.50978 -0.303 0.303 0.232 -0.044
C 2.29929 -1.37902 1.88592 0.013 -0.294 0.621 0.005
C 1.34846 -0.71833 1.12659 0.053 0.306 -0.017 -0.033
C -2.67924 -0.41974 1.76019 0.339 0.179 0.071 -0.007
C -4.02440 -0.47536 2.06819 -0.453 0.409 -0.131 0.006
H -7.87098 -0.28713 2.47336 0.085 -0.158 0.001 0.098
H -6.73661 -1.19181 1.41832 0.024 0.179 0.143 0.103
H -6.44196 -1.10156 3.18635 -0.139 0.167 -0.118 0.092
H -4.83460 2.79000 1.43352 0.105 -0.159 -0.026 0.128
H -2.42624 2.85135 0.80655 -0.165 -0.195 0.174 0.122
H -1.03534 2.08380 -0.69883 0.298 -0.189 0.186 0.110
H 1.87185 1.19876 -0.09763 -0.244 0.065 -0.033 0.113
H 3.58352 2.26057 -1.20316 -0.169 0.265 -0.217 0.122
H 4.42762 3.96693 -2.80986 -0.348 0.000 0.043 0.114
H 2.81097 5.39831 -4.06884 -0.105 -0.187 0.179 0.115
H 0.35771 5.10257 -3.72121 0.249 -0.179 0.177 0.114
H -0.48518 3.39078 -2.12941 0.361 0.169 -0.141 0.112
H -0.72161 0.36856 3.61232 0.312 -0.148 -0.185 0.131
H 0.90445 -0.91375 4.98021 0.030 0.059 -0.276 0.130
H 4.49491 -3.42257 4.36375 0.050 -0.003 -0.209 0.098
H 3.59887 -3.71714 2.83692 0.026 0.197 0.172 0.101
H 4.72244 -2.31732 2.96834 -0.134 -0.124 0.162 0.097
H 3.16496 -1.84510 1.40595 -0.490 0.100 0.172 0.100
H 1.41538 -0.73896 0.03897 0.056 0.040 0.325 0.073
H -2.08313 -1.32948 1.84551 -0.107 0.286 0.000 0.130
H -4.46886 -1.41347 2.40564 0.199 0.360 -0.198 0.112
C 2.72091 -2.70234 -1.51896 0.030 -0.054 -0.034 -0.094
C 1.52901 -2.74521 -2.46895 -0.325 -0.028 -0.258 -0.212
C 0.40923 -1.75358 -2.17991 -0.258 0.106 0.520 -0.397
C -0.74019 -1.90053 -3.17940 0.433 -0.207 0.088 -0.215
O -1.57074 -0.76350 -3.01020 -0.640 -0.017 -0.256 -0.076
N 0.84523 -0.36332 -2.13581 0.544 0.260 -0.309 0.058
H 3.37044 -3.55976 -1.72107 -0.016 0.180 0.078 0.081
H 3.32104 -1.79672 -1.66868 -0.067 -0.097 0.117 0.075
H 2.41149 -2.75423 -0.46761 0.018 -0.036 -0.275 0.053
H 1.86109 -2.56936 -3.50034 0.078 -0.098 0.102 0.120
H 1.07704 -3.74633 -2.45098 0.130 0.132 -0.006 0.123
H 0.00746 -1.95963 -1.17294 -0.105 -0.259 -0.156 0.137
H -0.31331 -1.92528 -4.19643 -0.221 -0.067 0.156 0.130
H -1.29596 -2.82846 -2.96933 0.198 0.188 -0.172 0.132
H -2.33405 -0.84348 -3.60062 0.271 0.077 0.214 0.104
H 1.80305 -0.19716 -2.42687 -0.337 -0.094 -0.448 0.094
H 0.16376 0.25507 -2.57863 0.525 -0.268 -0.011 0.085